1.
{
  "formula": "C23H41GeKN2O8",
  "method": "the ωB97M-V functional and the def2-TZVPD basis",
  "elements": ["K", "O", "C", "O", "C", "C", "C", "C", "C", "N", "C", "O", "O", "H", "H", "H", "H", "H", "C", "C", "C", "C", "O", "Ge", "O", "C", "C", "C", "C", "O", "C", "C", "C", "C", "H", "H", "H", "H", "H", "H", "H", "H", "H", "H", "H", "H", "H", "H", "H", "H", "H", "H", "H", "H", "H", "H", "H", "H", "H", "H", "H", "C", "N", "C", "C", "C", "O", "H", "H", "H", "H", "H", "H", "H", "H", "H"],
  "coordinates": [[-0.153, 0.319, -0.140], [2.431, 1.477, 4.109], [1.543, 1.285, 3.127], [1.805, 1.398, 1.960], [0.177, 0.935, 3.654], [-0.133, 1.046, 5.004], [-1.430, 0.764, 5.398], [-2.348, 0.370, 4.437], [-1.931, 0.264, 3.114], [-0.694, 0.553, 2.731], [-2.843, -0.165, 1.985], [-4.049, -0.643, 2.303], [-2.519, -0.072, 0.833], [3.280, 1.716, 3.703], [0.620, 1.353, 5.714], [-1.724, 0.854, 6.434], [-3.369, 0.177, 4.741], [-4.156, -0.777, 3.252], [-0.282, 0.726, -4.269], [0.915, 0.202, -3.491], [1.616, 1.326, -2.739], [1.893, -0.513, -4.412], [0.364, -0.734, -2.533], [1.194, -2.129, -1.792], [-0.078, -2.819, -0.729], [-1.159, -3.666, -1.182], [-0.601, -4.828, -1.987], [-1.819, -4.167, 0.096], [-2.143, -2.839, -1.999], [2.269, -1.307, -0.612], [3.099, -2.014, 0.339], [4.275, -1.089, 0.612], [3.573, -3.341, -0.233], [2.277, -2.235, 1.604], [0.030, 1.466, -5.008], [-0.993, 1.200, -3.591], [-0.785, -0.089, -4.788], [1.995, 2.044, -3.471], [2.459, 0.956, -2.153], [0.945, 1.893, -2.089], [2.256, 0.165, -5.186], [1.410, -1.358, -4.904], [2.766, -0.869, -3.858], [0.143, -5.376, -1.408], [-0.142, -4.486, -2.918], [-1.400, -5.522, -2.256], [-1.108, -4.739, 0.694], [-2.671, -4.807, -0.135], [-2.177, -3.321, 0.684], [-1.678, -2.446, -2.904], [-2.507, -2.001, -1.402], [-3.001, -3.447, -2.290], [4.855, -0.926, -0.296], [4.935, -1.509, 1.373], [3.904, -0.126, 0.967], [4.113, -3.194, -1.170], [2.735, -4.024, -0.401], [4.249, -3.832, 0.468], [1.934, -1.270, 1.980], [2.881, -2.709, 2.380], [1.412, -2.866, 1.397], [-3.288, 3.514, 0.207], [-2.177, 4.443, 0.084], [-2.517, 5.853, 0.175], [-0.915, 3.983, -0.015], [0.208, 4.989, -0.087], [-0.662, 2.777, -0.057], [-3.777, 3.632, 1.178], [-2.923, 2.497, 0.108], [-4.026, 3.713, -0.571], [-3.470, 6.019, -0.326], [-1.773, 6.471, -0.316], [-2.617, 6.173, 1.215], [0.164, 5.725, 0.715], [0.170, 5.532, -1.033], [1.143, 4.441, -0.029]],
  "gap_ev": [7.9, 8.0],
  "total_charge": 1,
  "s_squared": 0.754,
  "spin_multiplicity": 2
}

=====

2.
{
  "formula": "C38H29IrN9OP2S",
  "method": "the ωB97M-V functional and the def2-TZVPD basis",
  "elements": ["Ir", "O", "S", "C", "C", "C", "C", "C", "C", "P", "C", "C", "C", "C", "C", "C", "C", "C", "C", "C", "C", "C", "C", "C", "C", "C", "C", "C", "P", "C", "C", "C", "C", "C", "C", "C", "C", "C", "C", "C", "C", "H", "H", "H", "H", "H", "H", "H", "H", "H", "H", "H", "H", "H", "H", "H", "H", "H", "H", "H", "H", "H", "H", "H", "H", "H", "H", "H", "H", "N", "C", "N", "N", "N", "N", "C", "N", "N", "N", "N", "H"],
  "coordinates": [[-0.186, -0.739, -0.557], [-3.390, 1.153, 0.850], [-1.989, 0.778, 0.990], [-1.079, 2.327, 0.822], [-0.945, 3.242, 1.849], [-0.436, 4.503, 1.555], [-0.104, 4.842, 0.251], [-0.212, 3.906, -0.771], [-0.693, 2.636, -0.484], [-0.776, 1.304, -1.690], [-2.487, 1.048, -2.150], [-3.471, 2.006, -1.920], [-4.770, 1.743, -2.319], [-5.088, 0.538, -2.932], [-4.104, -0.414, -3.171], [-2.804, -0.170, -2.766], [0.103, 1.836, -3.151], [-0.558, 1.849, -4.385], [0.113, 2.296, -5.509], [1.442, 2.692, -5.419], [2.107, 2.653, -4.199], [1.448, 2.223, -3.063], [-1.709, 0.353, 2.688], [-2.539, 0.888, 3.661], [-2.311, 0.541, 4.984], [-1.297, -0.355, 5.306], [-0.493, -0.902, 4.317], [-0.703, -0.545, 2.987], [0.388, -1.193, 1.703], [0.459, -2.969, 1.856], [1.467, -3.610, 1.119], [1.592, -4.983, 1.181], [0.716, -5.721, 1.974], [-0.305, -5.090, 2.671], [-0.454, -3.714, 2.603], [1.992, -0.537, 2.164], [2.917, -1.295, 2.885], [4.090, -0.698, 3.315], [4.342, 0.638, 3.034], [3.431, 1.384, 2.296], [2.258, 0.800, 1.857], [-1.225, 2.986, 2.861], [-0.312, 5.222, 2.354], [0.243, 5.841, 0.027], [0.056, 4.172, -1.785], [-3.228, 2.949, -1.448], [-5.540, 2.485, -2.154], [-6.111, 0.336, -3.219], [-4.349, -1.346, -3.663], [-2.033, -0.916, -2.932], [-1.590, 1.534, -4.459], [-0.402, 2.333, -6.459], [1.967, 3.020, -6.306], [3.146, 2.947, -4.135], [1.966, 2.179, -2.117], [-3.341, 1.555, 3.373], [-2.925, 0.972, 5.763], [-1.136, -0.641, 6.337], [0.295, -1.600, 4.570], [2.155, -3.019, 0.523], [2.368, -5.482, 0.616], [0.835, -6.794, 2.046], [-0.992, -5.674, 3.269], [-1.259, -3.228, 3.137], [2.721, -2.336, 3.108], [4.812, -1.280, 3.872], [5.250, 1.103, 3.393], [3.643, 2.417, 2.057], [1.553, 1.367, 1.258], [2.036, -2.742, -2.491], [2.474, -1.542, -2.039], [3.646, -1.007, -2.314], [3.653, 0.168, -1.687], [2.553, 0.359, -1.035], [1.768, -0.706, -1.246], [0.786, -3.179, -2.294], [0.295, -4.334, -2.679], [-0.972, -4.341, -2.242], [-1.273, -3.249, -1.622], [-0.169, -2.467, -1.630], [2.672, -3.308, -3.040]],
  "gap_ev": [5.0, 5.2],
  "total_charge": 2,
  "s_squared": 0.761,
  "spin_multiplicity": 2
}

=====

3.
{
  "formula": "C4H7NO",
  "method": "the ωB97M-V functional and the def2-TZVPD basis",
  "elements": ["C", "C", "C", "N", "C", "O", "H", "H", "H", "H", "H", "H", "H"],
  "coordinates": [[1.339, -0.900, 0.627], [-0.035, 0.056, 0.057], [-0.294, 0.195, -1.422], [-0.269, 1.133, 1.016], [-1.129, 0.048, 0.939], [-2.188, -0.301, 1.311], [2.069, -0.809, -0.146], [0.885, -1.753, 0.756], [1.708, -0.463, 1.574], [0.571, 0.537, -2.041], [-1.014, 0.938, -1.645], [-0.783, -0.666, -1.892], [-0.860, 1.986, 0.867]],
  "gap_ev": 10.0,
  "total_charge": 0,
  "e_above_lowest_kcal_mol": 75.54,
  "smiles": "CC1(C)NC1=O"
}

=====

4.
{
  "formula": "C6H10O",
  "method": "the ωB97M-V functional and the def2-TZVPD basis",
  "elements": ["C", "C", "C", "O", "C", "C", "C", "H", "H", "H", "H", "H", "H", "H", "H", "H", "H"],
  "coordinates": [[-2.286, -0.718, 1.156], [-1.039, -0.306, 1.258], [-0.086, -0.392, 0.002], [-0.684, -0.865, -1.175], [1.377, -0.580, 0.296], [0.784, 0.748, -0.052], [1.121, 1.406, -1.440], [-2.930, -0.784, 2.061], [-2.636, -1.109, 0.230], [-0.646, 0.013, 2.171], [-0.777, -1.754, -1.004], [1.955, -1.191, -0.428], [1.637, -0.850, 1.279], [0.603, 1.374, 0.713], [0.269, 1.668, -2.109], [1.947, 0.869, -1.767], [1.391, 2.472, -1.192]],
  "gap_ev": 10.2,
  "total_charge": 0,
  "e_above_lowest_kcal_mol": 51.23,
  "smiles": "C=C[C@]1(O)C[C@H]1C"
}

=====

5.
{
  "formula": "C5H11NO",
  "method": "the ωB97M-V functional and the def2-TZVPD basis",
  "elements": ["C", "C", "C", "C", "N", "C", "O", "H", "H", "H", "H", "H", "H", "H", "H", "H", "H", "H"],
  "coordinates": [[-1.843, -0.623, -0.243], [-0.751, 0.410, -0.638], [0.475, 0.653, 0.270], [0.311, 1.074, 1.732], [1.256, -0.577, 0.206], [1.539, -1.178, -0.975], [1.585, -0.656, -2.098], [-1.366, -1.578, -0.037], [-2.352, -0.345, 0.701], [-2.667, -0.833, -0.948], [0.027, 0.364, -2.002], [-1.325, 1.324, -0.761], [1.018, 1.479, -0.214], [-0.311, 1.973, 1.776], [-0.156, 0.282, 2.326], [1.301, 1.307, 2.161], [1.732, -0.978, 1.010], [1.916, -2.198, -0.823]],
  "gap_ev": 9.8,
  "total_charge": 0,
  "e_above_lowest_kcal_mol": 64.36
}

=====

6.
{
  "formula": "C20H37F3N2Re",
  "method": "the ωB97M-V functional and the def2-TZVPD basis",
  "elements": ["Re", "C", "C", "C", "C", "C", "C", "C", "C", "C", "C", "C", "C", "C", "C", "C", "C", "C", "H", "H", "H", "H", "H", "H", "H", "H", "H", "H", "H", "H", "H", "H", "H", "H", "H", "H", "H", "H", "H", "H", "H", "H", "H", "H", "H", "H", "H", "N", "C", "C", "N", "H", "H", "H", "H", "H", "H", "H", "H", "F", "C", "F", "F"],
  "coordinates": [[-0.925, -0.400, -0.737], [0.290, 1.343, -0.239], [1.270, 0.321, -0.207], [0.906, -0.551, 0.918], [-0.361, -0.083, 1.420], [-0.722, 1.136, 0.787], [-1.726, 2.174, 1.241], [-2.475, 2.796, 0.062], [-0.886, 3.274, 1.923], [-2.699, 1.591, 2.265], [1.768, -1.478, 1.781], [2.577, -2.564, 1.079], [0.979, -2.099, 2.946], [2.730, -0.461, 2.458], [2.402, 0.303, -1.256], [3.785, 0.497, -0.616], [2.394, -0.984, -2.088], [2.205, 1.469, -2.237], [0.294, 2.165, -0.937], [-0.878, -0.532, 2.252], [-1.795, 3.191, -0.696], [-3.080, 3.633, 0.409], [-3.167, 2.095, -0.419], [-0.207, 3.756, 1.218], [-0.299, 2.870, 2.750], [-1.549, 4.040, 2.326], [-3.259, 0.726, 1.896], [-3.427, 2.350, 2.549], [-2.184, 1.278, 3.174], [1.947, -3.318, 0.611], [3.181, -3.071, 1.831], [3.264, -2.169, 0.337], [0.164, -2.749, 2.646], [0.592, -1.333, 3.619], [1.674, -2.702, 3.528], [3.414, 0.014, 1.765], [3.321, -1.001, 3.198], [2.174, 0.315, 2.989], [4.121, -0.374, -0.059], [3.812, 1.368, 0.039], [4.509, 0.665, -1.414], [2.498, -1.884, -1.495], [3.219, -0.947, -2.800], [1.474, -1.067, -2.678], [2.292, 2.443, -1.754], [1.248, 1.421, -2.766], [2.984, 1.416, -2.996], [-1.475, -0.574, -2.853], [-2.915, -0.948, -3.055], [-3.728, -0.283, -1.964], [-3.119, -0.620, -0.642], [-1.265, 0.288, -3.357], [-0.872, -1.276, -3.289], [-2.985, -2.030, -2.992], [-3.249, -0.643, -4.045], [-4.770, -0.598, -1.999], [-3.708, 0.804, -2.070], [-3.354, -1.583, -0.400], [-3.517, -0.033, 0.088], [-0.740, -3.049, 0.717], [-0.678, -2.459, -0.462], [0.340, -2.996, -1.151], [-1.817, -2.882, -1.152]],
  "gap_ev": [7.7, 7.8],
  "total_charge": 2,
  "s_squared": 0.761,
  "e_above_lowest_kcal_mol": 8.33,
  "spin_multiplicity": 2
}